[1]
# C14H18N2O5

2 unconnected molecules or ions with the total composition C14H18N2O5 (ωB97M-V with the def2-TZVPD basis set, OMol25).

## Properties
HOMO level = -7.400 eV
LUMO = -1.595 eV
relative energy (zero: lowest compared OMol25 entry of this formula, charge and spin) = 175.9 kcal per mole
gap between HOMO and LUMO = 5.8 eV
spin multiplicity = 1
energy = -28022.231 eV

XYZ file:
```
39
Properties=species:S:1:pos:R:3:forces:R:3
C -0.872 -3.011 -3.585 -0.6 -0.2 0.0
N 0.351 -2.226 -3.429 0.2 2.1 0.5
C 1.635 -2.915 -3.549 0.6 -0.2 -0.1
C 0.306 -0.948 -3.168 0.0 -1.6 -0.7
H -0.590 -4.066 -3.542 -0.3 0.3 0.0
H -1.580 -2.775 -2.779 0.3 -0.1 -0.2
H -1.356 -2.787 -4.547 0.3 -0.1 0.3
H 1.430 -3.989 -3.536 0.3 0.3 0.0
H 2.140 -2.636 -4.485 -0.3 -0.2 0.2
H 2.291 -2.647 -2.709 -0.3 -0.1 -0.2
H 1.248 -0.387 -3.123 -0.5 -0.2 0.1
H -0.663 -0.455 -3.054 0.3 0.3 0.1
C 2.076 -3.191 2.563 0.1 -0.3 -0.1
C 1.303 -1.905 2.506 0.3 -0.3 0.0
O 1.181 -1.563 1.110 -0.1 0.0 0.5
C 0.454 -0.413 0.986 -0.4 0.7 0.5
C 0.255 -0.012 -0.383 -0.3 0.4 1.0
C -0.534 1.105 -0.733 0.3 -0.4 0.1
O -0.997 1.287 -1.883 0.0 0.1 -0.1
C -0.841 2.157 0.327 -0.3 0.4 -0.1
C 0.148 2.725 1.144 -0.2 0.3 -0.1
C -0.164 3.750 2.032 -0.5 -0.1 0.0
C -1.506 4.160 2.162 0.5 -1.5 -1.4
N -1.868 5.099 3.167 -0.8 2.0 2.0
O -3.078 5.404 3.280 2.1 -0.5 -0.2
O -0.973 5.579 3.898 -1.5 -0.9 -1.3
C -2.507 3.600 1.344 0.4 0.3 0.4
C -2.159 2.631 0.410 0.3 -0.1 0.1
O 0.054 0.132 2.019 0.1 -0.2 -1.1
H 2.267 -3.477 3.597 0.0 0.0 0.1
H 1.506 -3.994 2.091 0.1 0.0 0.0
H 3.036 -3.090 2.052 0.0 0.0 0.0
H 0.303 -2.024 2.945 0.3 0.1 -0.1
H 1.830 -1.104 3.041 -0.3 -0.2 -0.2
H 0.557 -0.732 -1.128 0.1 -0.1 0.0
H 1.176 2.365 1.092 -0.3 0.1 -0.1
H 0.601 4.210 2.650 -0.2 -0.1 -0.1
H -3.535 3.931 1.459 0.2 0.0 0.0
H -2.927 2.211 -0.244 0.3 0.1 0.2
```
Positions in Å, forces in eV/Å.


[2]
# C21H19FN4O2

C21H19FN4O2 in the gas phase (ωB97M-V with the def2-TZVPD basis set, OMol25).

## Properties
HOMO level = -8.211 eV
LUMO = -0.163 eV
relative energy (zero: lowest compared OMol25 entry of this formula, charge and spin) = 11.9 kcal per mole
SMILES string = O=C(/C=C/c1ccc(OCCCF)cc1)Nc1ccnc(-c2ccncc2)n1
gap between HOMO and LUMO = 8.0 eV
spin multiplicity = 1
energy = -34858.489 eV

XYZ file:
```
47
Properties=species:S:1:pos:R:3:forces:R:3
O 4.037 1.872 3.259 0.0 0.0 0.1
C 3.661 1.675 2.125 0.2 0.0 0.2
N 4.608 1.405 1.134 0.5 0.2 0.2
C 4.398 0.798 -0.076 0.0 -0.3 -0.7
N 3.187 0.325 -0.337 0.2 -0.1 0.0
C 2.968 -0.243 -1.517 0.7 0.3 0.0
N 3.873 -0.380 -2.477 -0.4 -0.3 -0.4
C 5.095 0.063 -2.210 0.2 0.2 0.3
C 5.434 0.662 -1.014 -0.2 0.0 0.0
H 6.432 1.017 -0.813 0.1 0.1 0.0
H 5.823 -0.071 -3.000 0.1 0.0 0.0
C 1.607 -0.742 -1.748 -0.7 -0.3 -0.1
C 0.740 -0.925 -0.672 0.2 0.0 -0.3
C -0.542 -1.376 -0.933 0.1 0.0 0.2
N -0.992 -1.640 -2.148 -0.5 -0.2 0.0
C -0.163 -1.474 -3.166 0.2 0.1 -0.3
C 1.144 -1.034 -3.028 0.0 0.0 0.2
H 1.795 -0.910 -3.878 0.0 0.0 -0.1
H -0.573 -1.705 -4.140 0.1 0.0 -0.1
H -1.247 -1.531 -0.126 0.0 0.0 0.2
H 1.072 -0.715 0.330 0.0 0.0 0.1
H 5.571 1.528 1.424 -0.2 0.0 0.0
C 2.277 1.736 1.655 -0.8 0.2 0.5
C 1.247 1.296 2.388 0.8 0.2 -0.1
C -0.127 1.223 1.932 -0.6 0.0 0.0
C -1.037 0.416 2.617 0.4 0.2 -0.2
C -2.324 0.218 2.155 -0.5 -0.1 -0.1
C -2.748 0.846 0.987 0.3 0.1 0.0
C -1.860 1.699 0.322 -0.2 -0.1 0.0
C -0.579 1.878 0.781 0.0 -0.1 0.2
H 0.083 2.538 0.242 0.1 0.1 -0.1
H -2.210 2.200 -0.567 0.0 0.1 -0.1
O -3.973 0.727 0.417 0.2 0.3 -0.1
C -4.872 -0.266 0.862 -0.2 -0.5 0.2
C -4.440 -1.679 0.453 -0.1 0.4 -0.4
C -4.381 -1.822 -1.062 0.6 -0.1 0.3
F -5.653 -1.792 -1.585 -0.8 0.1 -0.2
H -3.824 -1.000 -1.520 0.1 -0.2 0.1
H -3.939 -2.778 -1.358 0.1 0.1 0.1
H -5.158 -2.395 0.857 0.0 -0.1 0.0
H -3.453 -1.905 0.858 0.0 -0.1 0.1
H -5.816 -0.019 0.369 0.1 0.0 0.1
H -5.020 -0.206 1.948 0.0 0.1 -0.1
H -2.986 -0.425 2.714 -0.1 -0.1 0.0
H -0.721 -0.086 3.520 0.0 0.0 0.1
H 1.451 0.877 3.366 0.1 0.0 0.1
H 2.134 2.120 0.658 -0.1 0.0 0.0
```
Positions in Å, forces in eV/Å.


[3]
# C26H78O13S13

13 unconnected molecules or ions with the total composition C26H78O13S13 (ωB97M-V with the def2-TZVPD basis set, OMol25).

## Properties
HOMO level = -7.981 eV
LUMO = -0.193 eV
relative energy (zero: lowest compared OMol25 entry of this formula, charge and spin) = 129.2 kcal per mole
gap between HOMO and LUMO = 7.8 eV
spin multiplicity = 1
energy = -195686.690 eV

XYZ file:
```
130
Properties=species:S:1:pos:R:3:forces:R:3
C -0.594 4.028 -4.981 -0.8 0.9 3.3
S -1.134 2.425 -4.329 0.9 -0.5 -0.6
O 0.136 1.738 -3.928 -0.2 -0.2 0.2
C -1.870 3.114 -2.880 -1.8 0.3 1.2
H 0.080 4.000 -5.765 1.4 -0.7 -1.5
H -0.161 4.611 -4.097 -0.4 -0.7 -1.3
H -1.474 4.531 -5.317 -0.7 0.5 -0.2
H -1.134 3.745 -2.386 -0.1 0.2 0.0
H -2.314 2.418 -2.106 0.8 0.2 -1.4
H -2.764 3.687 -3.232 0.8 -0.1 0.2
C 3.177 -0.919 -1.734 -0.8 1.4 2.0
S 3.848 -2.490 -1.316 0.2 0.2 0.9
O 3.703 -2.619 0.158 0.0 -0.1 0.3
C 2.570 -3.341 -2.107 -1.6 -1.6 -1.5
H 3.582 -0.181 -0.996 0.0 -0.3 -1.0
H 2.088 -0.834 -1.652 0.0 -0.5 0.5
H 3.340 -0.721 -2.743 0.9 0.7 -1.7
H 2.569 -4.409 -1.972 0.8 -0.5 0.3
H 2.707 -3.188 -3.169 0.3 0.0 -0.5
H 1.508 -3.127 -1.975 0.2 0.9 0.8
C 2.939 3.764 6.217 0.8 -0.8 1.1
S 2.269 2.357 5.424 0.3 -1.9 -0.7
O 2.551 2.511 3.951 -0.1 -0.1 0.3
C 3.444 1.033 5.925 1.3 3.6 1.6
H 3.297 3.390 7.241 -0.9 1.1 -1.2
H 2.060 4.405 6.147 0.5 0.6 0.7
H 3.801 4.106 5.643 -0.1 0.2 0.0
H 3.073 0.246 5.419 -0.9 -2.8 -2.0
H 3.488 0.747 6.977 -0.3 0.4 0.1
H 4.421 1.417 5.604 -0.1 -0.6 -0.1
C -4.310 -2.251 -3.233 0.0 -0.6 0.6
S -4.731 -0.525 -3.300 1.3 -0.8 0.9
O -3.302 0.033 -3.167 -1.4 0.6 -0.7
C -5.362 -0.643 -4.975 2.2 -1.5 -0.8
H -4.154 -2.604 -2.152 0.2 0.5 -2.0
H -3.567 -2.417 -4.042 0.4 0.2 1.2
H -5.129 -2.742 -3.688 -1.4 -0.9 0.1
H -5.315 0.286 -5.385 0.1 3.0 -0.9
H -6.356 -0.952 -5.121 -1.4 -0.6 0.8
H -4.737 -1.250 -5.672 -0.1 0.1 0.9
C -0.054 0.349 7.117 0.9 -1.1 0.5
S -0.973 1.187 5.928 -1.1 2.1 -1.2
O -0.517 2.644 5.755 -0.6 -1.9 0.5
C -0.463 0.270 4.467 -2.4 -1.5 1.9
H -0.303 -0.691 7.285 -0.7 -0.2 -0.4
H -0.126 0.844 8.035 -0.4 0.9 1.4
H 0.960 0.318 6.857 1.6 0.1 -0.4
H -0.087 0.922 3.820 1.6 3.1 -2.7
H -1.412 -0.061 4.093 -0.4 -0.4 -0.6
H 0.178 -0.560 4.501 1.0 -1.2 0.9
C 1.980 3.278 -1.771 -1.0 1.6 0.4
S 3.731 3.564 -1.763 -0.4 -1.2 2.1
O 3.958 2.482 -0.722 1.5 0.3 -0.4
C 4.133 2.953 -3.393 1.1 0.4 -1.5
H 1.811 2.253 -2.013 -0.1 -0.6 -0.3
H 1.545 3.954 -2.473 -0.7 0.2 -0.9
H 1.497 3.544 -0.787 1.1 -0.3 -0.8
H 4.206 1.898 -3.467 -0.6 -1.3 0.5
H 5.120 3.224 -3.850 -0.7 0.6 1.1
H 3.392 3.281 -4.108 -0.4 0.2 -0.1
C -1.780 -3.994 -1.111 0.5 -0.9 0.5
S -1.384 -4.544 0.518 0.2 -1.0 0.5
O -1.481 -6.058 0.464 0.2 1.4 0.0
C 0.367 -4.142 0.475 -0.1 -0.5 0.8
H -1.671 -2.957 -1.206 0.8 1.5 -0.4
H -2.800 -4.158 -1.157 -2.3 -0.5 -0.3
H -1.310 -4.665 -1.805 0.5 0.1 -0.6
H 0.721 -4.625 1.395 0.3 0.4 -0.2
H 0.621 -3.093 0.392 -0.4 0.3 0.5
H 0.837 -4.617 -0.353 0.2 -0.8 -0.7
C -1.006 0.304 -0.878 1.2 -1.6 -0.1
S -0.698 0.216 0.873 -1.1 -1.0 1.9
O -1.002 -1.213 1.359 0.2 1.3 -0.8
C 1.044 0.410 1.039 0.3 2.4 -1.0
H -2.005 0.613 -1.049 -0.9 0.2 -0.1
H -0.839 -0.684 -1.328 -0.2 0.1 0.2
H -0.316 0.958 -1.357 0.5 0.8 -0.3
H 1.356 0.720 2.000 -0.9 1.3 1.8
H 1.395 1.291 0.413 0.1 -1.7 0.2
H 1.568 -0.485 1.173 0.9 -2.0 -1.7
C -5.138 2.223 -1.117 0.5 0.5 1.0
S -5.733 2.916 -2.648 -1.1 -1.1 -0.8
O -6.649 1.899 -3.272 0.9 -0.4 -0.5
C -6.958 4.035 -2.103 -0.7 0.4 2.3
H -4.415 1.448 -1.382 -0.1 0.0 -0.2
H -5.898 1.780 -0.441 0.2 0.5 -0.5
H -4.550 3.046 -0.637 -0.5 -0.6 0.0
H -7.315 4.647 -2.904 -0.2 0.1 -0.6
H -6.520 4.687 -1.353 0.1 0.4 0.2
H -7.799 3.477 -1.597 0.9 0.4 -0.8
C -4.463 -1.438 0.198 0.7 -0.6 2.2
S -4.841 -0.266 1.538 -2.2 -0.5 1.4
O -6.380 -0.273 1.657 2.1 0.2 -0.2
C -4.207 -1.192 3.015 -0.1 0.3 1.0
H -3.870 -2.254 0.686 -0.7 0.3 -0.9
H -3.838 -0.863 -0.425 0.8 0.4 -1.2
H -5.406 -1.685 -0.258 -0.2 -0.3 0.0
H -4.425 -0.590 3.964 0.1 -0.6 -1.5
H -3.120 -1.318 2.961 -0.1 0.2 -0.4
H -4.640 -2.201 3.146 -0.2 0.6 -0.4
C 4.608 0.138 2.254 1.2 -1.2 1.4
S 5.984 1.198 1.863 2.4 0.5 3.1
O 6.979 0.969 3.065 -1.8 0.5 -2.1
C 6.703 0.273 0.547 -1.2 -1.1 0.6
H 4.830 -0.895 1.932 -0.2 0.4 0.3
H 3.738 0.491 1.810 -1.6 0.7 -1.0
H 4.473 0.212 3.367 0.3 0.0 -1.2
H 7.646 0.601 0.256 1.4 1.1 -0.4
H 5.990 0.295 -0.234 -0.6 0.1 -1.2
H 6.825 -0.738 0.885 0.0 -0.7 0.3
C 4.443 -2.348 5.114 -3.4 2.3 2.1
S 2.724 -2.988 4.844 -0.3 -1.2 0.9
O 1.741 -2.308 5.766 0.8 0.3 -0.8
C 2.469 -2.475 3.156 -0.5 1.7 0.2
H 4.375 -1.246 4.946 0.2 -0.8 0.8
H 4.936 -2.655 4.289 2.3 -1.7 -2.2
H 4.720 -2.662 6.148 0.1 0.3 -1.2
H 2.422 -1.364 3.100 -0.2 -0.7 0.0
H 1.646 -2.945 2.628 -0.6 0.1 0.7
H 3.273 -2.787 2.563 1.7 -0.4 -0.7
C -0.014 -2.022 -4.123 2.0 2.8 -0.1
S 0.146 -1.234 -5.798 1.4 -2.0 0.6
O 0.412 -2.401 -6.720 -0.2 0.9 0.4
C -1.536 -0.863 -5.909 -0.8 1.1 -2.4
H -0.878 -1.631 -3.697 -2.0 0.2 0.7
H 0.759 -1.631 -3.442 0.2 -0.3 -0.5
H 0.039 -3.051 -4.220 -0.1 -2.0 -0.3
H -1.671 -0.556 -6.964 0.1 0.3 0.4
H -1.859 -0.087 -5.260 -0.1 0.7 0.7
H -2.193 -1.678 -5.848 -0.6 -1.6 0.6
```
Positions in Å, forces in eV/Å.